{"formula": "C23H28LaNO4S", "method": "wB97M-V/def2-TZVPD", "elements": ["La", "S", "O", "O", "O", "O", "N", "C", "C", "C", "C", "C", "C", "C", "C", "C", "C", "C", "C", "C", "C", "C", "C", "C", "C", "C", "C", "C", "C", "C", "H", "H", "H", "H", "H", "H", "H", "H", "H", "H", "H", "H", "H", "H", "H", "H", "H", "H", "H", "H", "H", "H", "H", "H", "H", "H", "H", "H"], "positions_angstrom": [[0.5318, -0.2184, 3.1057], [-1.4642, 1.7777, 4.1478], [-1.1772, 1.4304, 2.6875], [0.3159, -0.0676, -1.9189], [-0.4967, 0.8791, 4.9310], [-1.3804, 3.1713, 4.4613], [-1.0807, 1.5337, -2.7790], [2.2218, 0.1887, 1.1032], [-1.9779, -1.6334, 1.6874], [-2.0443, -0.2006, -1.3812], [1.5717, 0.7372, -4.2397], [-0.8127, 0.4126, -2.0420], [-1.2228, -2.5759, -1.9553], [-1.9500, -1.6969, -0.9236], [3.8734, 0.7533, -3.4857], [-0.0795, 2.4404, -3.3542], [-3.3847, -2.2482, -0.8350], [2.3600, 2.5205, -2.8088], [-1.2361, -2.3052, 2.6999], [-0.0052, -2.7453, 2.1036], [3.6348, 1.9459, -2.7876], [-1.2974, -1.7985, 0.4462], [2.9523, -0.6225, 2.0281], [2.8391, 0.1575, -4.2229], [1.3105, 1.8756, -3.4668], [3.2091, 0.1552, 3.2024], [2.6420, 1.4553, 2.9950], [-3.0733, 1.0915, 4.4994], [2.0259, 1.4725, 1.7015], [-0.0289, -2.3608, 0.7342], [-2.0157, 1.9045, -2.6930], [-2.9667, -1.1863, 1.7960], [0.7591, 0.2743, -4.8074], [0.7754, -3.3334, 2.5963], [-2.9680, 0.3924, 5.3328], [-1.7427, -2.5242, -2.9199], [-0.4375, 2.7368, -4.3479], [-1.5728, -2.5043, 3.7201], [1.5546, 2.3333, 1.2181], [-3.4640, 0.5802, 3.6158], [4.8595, 0.2845, -3.4596], [-2.8857, -0.0953, -2.0860], [3.7987, -0.1567, 4.0677], [2.1366, 3.4448, -2.2664], [0.7520, -2.5469, -0.0075], [-4.0090, -1.6940, -0.1271], [2.7320, 2.3129, 3.6633], [3.0087, -0.7692, -4.7777], [-3.8698, -2.2008, -1.8180], [-0.1910, -2.2530, -2.1100], [-3.3755, -3.3020, -0.5322], [-1.2347, -3.6241, -1.6298], [-0.0478, 3.3478, -2.7420], [3.2960, -1.6408, 1.8430], [1.9119, -0.0876, 0.0928], [-3.7244, 1.9242, 4.7759], [4.4361, 2.4324, -2.2254], [-2.2915, 0.4251, -0.5057]], "lumo_energy_ev": -0.14, "fmax_ha_per_bohr": 0.0491, "spin_multiplicity": 1, "energy_ha": -1678.78285, "homo_lumo_gap_ev": 7.38}